# C38H46AuN5P2Se

A molecular structure, C38H46AuN5P2Se (ωB97M-V/def2-TZVPD, the OMol25 dataset).

XYZ file:
```
93
Properties=species:S:1:pos:R:3:forces:R:3
Au -0.2470 -0.1383 0.0226 0.0 -0.1 0.0
Se -8.2527 0.2918 0.0618 -0.7 0.0 0.1
P 0.2915 0.1116 -2.3702 0.2 -0.1 0.2
P 0.1859 -0.1626 2.4633 0.2 0.2 -0.2
N -2.3246 -1.4273 -0.0640 -0.4 0.0 -0.1
N -2.1807 1.3248 -0.2327 -0.2 0.0 -0.1
N 1.9768 -0.2176 0.0429 0.2 -0.1 0.1
N -7.1328 -1.0768 0.0646 0.0 0.1 0.0
N -6.9860 1.5235 -0.0139 -0.1 -0.1 0.0
C 3.9528 0.7538 1.0721 0.0 0.1 -0.1
C -0.2957 -0.7819 -5.1093 -0.1 -0.1 0.1
C 2.6346 0.2582 1.1485 -0.1 -0.1 -0.2
C -2.3852 -2.7576 -0.0520 0.0 0.2 0.1
C -0.9157 -2.2253 -3.1623 0.0 0.0 0.0
C -2.2182 1.0218 3.0768 0.0 0.0 0.0
C -3.1931 3.4888 -0.2873 0.1 0.1 0.0
C -3.4754 -0.7253 -0.0652 0.3 0.0 0.0
C 4.6601 1.7492 4.6646 -0.1 0.0 0.0
C 0.4430 1.9147 -2.7465 0.1 0.0 0.1
C 4.5953 1.2295 2.1913 0.1 0.0 0.0
C 3.8878 -1.3057 -1.0267 -0.1 -0.1 0.1
C -4.7164 -1.3661 -0.0088 -0.1 0.2 0.0
C 1.9849 -0.5601 -2.3381 -0.1 0.0 -0.1
C 0.4431 -2.9005 2.3670 0.0 0.0 0.1
C 0.1362 -1.7756 3.3582 0.1 -0.1 -0.2
C -4.7575 -2.7574 0.0348 -0.2 -0.1 0.0
C -5.9361 -0.5606 0.0055 0.5 0.0 0.0
C 1.9467 0.3347 2.3878 -0.1 0.0 0.1
C 1.0730 -1.8900 4.5627 0.0 0.0 0.0
C 1.3001 2.5731 -1.6544 0.0 0.0 0.0
C 1.0013 2.2877 -4.1218 0.0 0.0 0.0
C 2.6229 -0.6865 -1.0828 0.0 0.1 0.1
C 3.9467 -1.5113 -3.4338 0.0 0.0 -0.1
C 4.5231 -1.7139 -2.1769 0.1 0.0 -0.1
C -4.5556 1.5339 -0.1221 -0.1 -0.2 0.0
C -0.7330 1.0882 3.4743 -0.2 -0.2 0.0
C 2.6731 -0.9386 -3.4818 0.0 0.0 0.0
C -0.7140 -0.7787 -3.6321 0.0 -0.1 0.1
C 3.9641 1.2369 3.4352 0.0 0.0 0.1
C -5.8560 0.8732 -0.0382 0.5 -0.1 0.0
C -2.0867 2.6497 -0.3037 0.1 -0.2 0.0
C -3.3962 0.7557 -0.1433 0.2 -0.1 -0.1
C -4.4407 2.9210 -0.1930 -0.2 0.0 0.0
C -3.5794 -3.4645 0.0010 0.1 -0.1 0.0
C 2.6362 0.7933 3.4970 0.0 0.1 0.0
C -0.6383 0.9731 4.9985 0.0 0.1 0.0
C 4.6629 -1.9337 -4.6867 0.0 0.0 0.1
H 0.0869 0.1610 -5.4787 0.1 0.1 0.0
H -0.2808 -2.9292 1.5582 0.0 0.0 -0.1
H 4.7378 -3.0236 -4.7352 0.0 0.1 0.0
H 1.4418 -2.7782 1.9355 0.0 0.0 0.0
H 0.4391 -1.5621 -5.3031 0.0 0.0 0.0
H 2.1179 -1.8326 4.2541 0.0 0.0 0.0
H -0.5822 2.2838 -2.6710 -0.1 0.0 0.0
H 0.8924 -1.1433 5.3327 0.0 0.0 0.0
H -3.5680 -4.5463 0.0144 0.0 0.0 0.0
H 2.2172 -0.7947 -4.4501 0.0 0.0 0.0
H -1.4456 -2.2764 -2.2144 0.1 0.0 -0.1
H -1.0853 3.0609 -0.3662 0.0 0.0 0.0
H 1.8965 1.7132 -4.3707 0.0 0.0 0.0
H 0.2681 2.1707 -4.9149 0.0 -0.1 0.0
H -0.3139 2.0429 3.1533 0.0 0.1 0.0
H 0.3640 1.0909 5.3998 0.1 0.0 0.0
H -1.4399 -3.2854 -0.1005 0.0 0.0 0.0
H 1.2899 3.3421 -4.1069 0.0 -0.1 0.0
H 4.3420 -1.4968 -0.0625 0.0 0.0 -0.1
H -0.9017 -1.8586 3.6939 -0.1 0.0 0.0
H -2.8009 1.6868 3.7175 0.1 0.0 0.0
H 5.6825 -1.5435 -4.7036 -0.1 0.0 0.0
H 2.1438 0.8177 4.4571 0.0 0.0 0.1
H 5.6068 1.6111 2.1019 -0.1 0.0 0.0
H 2.3581 2.3439 -1.8147 -0.1 0.0 0.0
H 5.4904 -2.2010 -2.1061 -0.1 0.0 0.0
H -5.7214 -3.2531 0.0830 0.1 0.0 0.0
H -1.6674 -0.2488 -3.5479 -0.1 0.0 0.0
H -1.0523 0.0281 5.3527 0.0 0.0 0.0
H 4.3575 2.7808 4.8693 0.0 -0.1 0.0
H 4.1471 -1.5906 -5.5833 0.0 0.0 0.1
H 5.7433 1.7414 4.5465 -0.1 0.0 0.0
H -1.2454 1.7708 5.4307 0.0 0.0 0.0
H 0.0440 -2.7382 -3.0569 0.0 0.0 0.0
H -2.6193 0.0109 3.2103 0.0 0.1 0.0
H -2.3791 1.3208 2.0447 0.0 0.0 0.2
H -5.3416 3.5224 -0.1713 0.0 0.0 0.0
H 0.4215 -3.8650 2.8788 0.0 0.1 0.0
H -1.4992 -2.7716 -3.9058 0.0 0.0 0.0
H -3.0622 4.5619 -0.3465 0.0 -0.1 0.0
H 4.4006 1.1551 5.5418 0.0 0.0 0.0
H -1.1780 -1.0314 -5.7013 0.0 0.0 0.0
H 4.4460 0.8022 0.1097 0.0 0.0 0.1
H 1.0418 2.2484 -0.6446 0.0 0.0 0.0
H 1.1889 3.6576 -1.7052 0.0 0.0 0.0
H 0.9193 -2.8713 5.0181 0.0 0.1 0.0
```
Positions in Å, forces in eV/Å.

**2S+1**: 3
**Total energy**: -135207.6161 eV
**HOMO energy (alpha / beta)**: -12.6 / -13.5 eV
**F_max**: 0.7 eV/Å
**Total charge**: +2